one:
# C5H15NO

2 unconnected molecules or ions with the total composition C5H15NO (ωB97M-V/def2-TZVPD, OMol25).

- SMILES: CC(C)N(C)C.O
- Highest occupied orbital energy: -8.3 eV
- Orbital gap: 9.13 eV

```
! RIJCOSX wB97M-V def2-TZVPD def2/J DEFGRID3
* xyz 0 1
C -1.202 -1.412 -0.460
C 0.137 -0.987 0.304
C 0.778 -2.236 0.806
N 1.133 -0.305 -0.531
C 0.966 1.138 -0.746
C 1.379 -0.906 -1.806
H -1.451 -0.893 -1.421
H -2.059 -1.676 0.151
H -0.846 -2.247 -1.045
H -0.295 -0.275 1.016
H 0.121 -2.911 1.386
H 1.196 -3.059 0.167
H 1.557 -1.964 1.547
H 1.143 1.589 0.258
H 1.713 1.437 -1.497
H -0.085 1.440 -0.923
H 2.447 -0.957 -2.097
H 0.782 -0.563 -2.688
H 1.092 -1.930 -1.993
O -2.651 5.683 3.533
H -3.577 5.483 3.381
H -2.278 5.553 2.657
*
```


two:
# C5H15NO

2 unconnected molecules or ions with the total composition C5H15NO (ωB97M-V/def2-TZVPD, OMol25).

- SMILES: CCCN(C)C.O
- Highest occupied orbital energy: -8.3 eV
- Orbital gap: 9.05 eV

```
! RIJCOSX wB97M-V def2-TZVPD def2/J DEFGRID3
* xyz 0 1
C -0.837 -1.670 -1.454
C -0.205 -0.236 -1.133
C 0.298 -0.289 0.260
N -0.665 -0.420 1.268
C -1.779 0.437 1.363
C 0.089 -0.354 2.592
H -1.597 -1.755 -0.512
H -0.026 -2.410 -1.365
H -1.474 -2.072 -2.280
H 0.572 -0.016 -1.870
H -0.975 0.607 -1.284
H 0.963 -1.229 0.325
H 1.066 0.538 0.391
H -2.316 0.102 2.258
H -1.633 1.487 1.589
H -2.256 0.346 0.418
H -0.562 -1.025 3.268
H 0.140 0.744 2.577
H 1.152 -0.706 2.528
O 3.142 2.920 -2.767
H 3.688 2.245 -2.430
H 3.215 2.755 -3.742
*
```


three:
# C5H15NO

2 unconnected molecules or ions with the total composition C5H15NO (ωB97M-V/def2-TZVPD, OMol25).

- SMILES: CC(C)N(C)C.O
- Highest occupied orbital energy: -8.5 eV
- Orbital gap: 9.34 eV

```
! RIJCOSX wB97M-V def2-TZVPD def2/J DEFGRID3
* xyz 0 1
C -1.410 1.054 0.798
C -0.858 1.026 -0.645
C -0.476 2.381 -1.227
N 0.114 -0.015 -0.918
C -0.311 -1.393 -0.690
C 1.361 0.189 -0.181
H -2.131 1.867 0.890
H -0.708 1.157 1.625
H -1.929 0.105 0.946
H -1.722 0.745 -1.257
H -1.230 3.137 -1.023
H 0.494 2.736 -0.871
H -0.365 2.312 -2.309
H -1.244 -1.658 -1.197
H 0.447 -2.017 -1.155
H -0.475 -1.638 0.365
H 2.119 -0.509 -0.533
H 1.246 0.049 0.906
H 1.727 1.203 -0.337
O 1.275 -2.861 2.168
H 1.190 -1.926 1.890
H 1.473 -2.741 3.111
*
```


Consider the structures shown above. The least stable of them is two.